50
Properties=species:S:1:pos:R:3:forces:R:3 method="wB97M-V/def2-TZVPD" total_charge=+3 multiplicity=4 e_homo_ha="-0.6578 / -0.6461" energy_ev=-74762.8367 homo_lumo_gap_ev="5.6685 / 4.1991"
Mn 7.98932 11.11650 7.04071 -0.217 -0.048 -0.331
C 6.19609 15.01223 6.69790 -0.697 -0.228 0.040
C 7.27616 15.86568 6.47793 -0.368 0.024 0.268
C 8.49945 15.29160 6.17848 0.325 -0.150 -0.080
C 8.69243 13.89509 6.14362 -0.266 0.825 0.873
N 7.64525 13.09187 6.51020 0.255 -1.189 -0.192
C 6.40854 13.62583 6.67128 0.799 0.898 0.120
N 9.97477 13.47197 5.86432 -0.186 -0.748 0.275
C 10.36083 12.22814 5.83457 0.125 1.728 -0.663
N 9.59336 11.11741 6.04137 -3.204 0.146 1.530
C 10.27990 9.99452 5.72722 1.831 -0.092 -0.288
N 9.86043 8.76882 5.69176 -0.931 -0.542 0.034
C 8.55585 8.38364 5.84523 -0.389 -0.905 0.236
C 8.31071 6.97915 5.66103 1.564 0.569 -0.125
C 7.06293 6.44876 5.85267 -0.806 0.183 0.333
C 5.99453 7.32102 6.11924 0.172 -1.102 -0.303
C 6.25068 8.68009 6.17047 0.434 1.160 0.907
N 7.50267 9.21276 6.17835 0.447 0.028 -0.231
C 11.64539 10.39907 5.38283 -0.402 -1.861 0.199
C 12.76651 9.61371 5.09135 -0.466 -0.693 -0.099
C 13.89801 10.30924 4.73279 0.562 -0.198 0.049
C 13.94608 11.73226 4.80001 1.005 -0.340 -0.727
C 12.85304 12.47351 5.16740 -0.597 1.435 0.133
C 11.67890 11.78433 5.42060 0.578 1.105 0.274
H 5.18256 15.40703 6.93097 0.880 -0.414 -0.324
H 7.15412 16.95830 6.57322 0.156 -0.713 -0.169
H 9.36591 15.91060 6.03876 0.238 0.102 -0.280
H 5.58483 12.94675 6.80111 -0.152 -0.225 0.263
H 9.18296 6.33859 5.41335 -0.705 0.604 0.174
H 6.91842 5.37322 5.82391 -0.079 0.139 -0.087
H 4.99679 6.89750 6.30454 0.397 0.541 -0.290
H 5.44134 9.40283 6.31709 0.204 -0.367 0.054
H 12.69582 8.50497 5.14960 0.210 1.019 -0.265
H 14.79716 9.77254 4.41322 -0.337 0.204 0.207
H 14.88433 12.23018 4.49384 -0.633 -0.293 0.361
H 12.89100 13.57620 5.23731 0.000 -0.796 -0.094
O 7.89170 10.79305 9.00595 0.145 -0.173 -1.638
S 9.27878 10.72685 9.76202 0.808 0.309 0.228
C 8.95653 11.13149 11.48244 0.168 -0.179 1.028
C 8.63680 9.82912 12.28072 0.544 -0.474 -0.281
C 8.93638 8.56562 11.40829 -0.315 0.472 -0.261
C 9.68284 9.02024 10.13682 -0.083 -0.393 0.280
H 8.12908 11.83232 11.49491 -0.082 0.230 -0.088
H 9.85467 11.65377 11.89787 -0.567 -0.370 -0.670
H 7.60088 9.83121 12.59378 -0.138 0.031 0.033
H 9.25684 9.77145 13.18562 -0.215 0.311 -0.287
H 8.02253 8.00109 11.16705 0.266 0.420 -0.058
H 9.58215 7.86687 11.92245 0.116 -0.086 0.239
H 9.46366 8.41193 9.26678 0.015 -0.075 -0.272
H 10.78126 9.02302 10.27220 -0.412 0.173 -0.034